1.
105
Properties=species:S:1:pos:R:3:mulliken_charge:R:1 method="wB97M-V/def2-TZVPD" orbital_gap_ev="7.57 / 8.31" multiplicity=5 e_lumo_ev="0.50 / 0.50"
Cr -1.106 0.193 1.396 -0.0821
C 1.888 -2.000 -0.826 -0.4745
N 2.499 -1.563 0.441 0.3001
C 2.190 -2.612 1.476 -0.7049
P 2.393 0.038 0.770 -0.8290
O 1.090 0.693 0.818 1.4095
O 3.376 0.657 -0.370 -0.3115
P 3.261 1.675 -1.612 0.2523
O 2.022 1.371 -2.328 -0.8454
N 4.610 1.520 -2.551 0.2181
C 5.908 1.410 -1.876 -1.0734
C 4.510 0.834 -3.848 -0.9999
N 3.520 3.199 -0.941 0.5645
C 3.838 4.315 -1.872 -1.1214
C 2.883 3.620 0.304 0.0338
N 3.228 0.316 2.161 0.6548
C 4.615 -0.093 2.316 -1.2548
C 2.488 0.846 3.322 -0.4006
H 2.524 -2.756 -1.253 0.4039
H 1.781 -1.172 -1.521 -0.1631
H 0.894 -2.447 -0.650 -0.0154
H 2.731 -3.496 1.161 0.4148
H 1.120 -2.890 1.573 0.0113
H 2.591 -2.279 2.422 0.3505
H 5.912 1.985 -0.958 0.2872
H 6.616 1.846 -2.551 0.4132
H 6.232 0.378 -1.658 0.2461
H 3.483 0.784 -4.167 0.2918
H 4.928 -0.210 -3.837 0.2703
H 5.101 1.400 -4.577 0.3020
H 4.410 3.892 -2.682 0.3348
H 4.473 5.008 -1.302 0.4023
H 2.925 4.820 -2.238 0.2604
H 3.654 3.822 1.093 0.2528
H 2.286 2.819 0.684 -0.6532
H 2.265 4.496 0.161 0.3863
H 4.916 -0.430 1.324 0.2703
H 4.644 -0.908 3.030 0.3433
H 5.206 0.748 2.602 0.3767
H 1.438 0.907 3.069 -0.3899
H 2.864 1.839 3.669 0.1505
H 2.610 0.129 4.147 0.3620
C -1.894 3.329 5.268 -0.6138
C -0.882 3.557 4.359 -0.8360
C -0.597 2.639 3.346 0.2220
C -1.345 1.502 3.137 -0.1244
C -2.383 1.261 4.131 -0.4167
C -2.664 2.155 5.115 -0.5889
H -2.186 4.017 6.041 0.3749
H -0.295 4.477 4.458 0.3539
H 0.207 2.936 2.677 0.2988
H -2.962 0.345 4.045 0.2836
H -3.488 1.984 5.786 0.4044
C -1.278 0.232 -4.684 -1.6338
C -1.244 -1.023 -3.816 2.0650
C 0.168 -1.390 -3.471 -1.9360
C -2.002 -2.122 -4.547 -1.8285
O -2.070 -0.699 -2.619 -0.1237
P -2.040 -1.469 -1.186 -0.1277
O -2.122 -2.966 -1.379 -1.0054
O -0.885 -0.919 -0.385 1.6750
O -3.304 -0.786 -0.490 -0.5524
C -4.680 -1.340 -0.567 1.5802
C -4.983 -1.648 -1.992 -1.6032
C -4.719 -2.596 0.297 -1.2490
C -5.545 -0.201 -0.001 -1.8914
H -0.759 0.037 -5.626 0.4402
H -0.751 1.087 -4.276 0.0702
H -2.313 0.583 -4.912 0.3383
H 0.729 -1.484 -4.366 0.7907
H 0.287 -2.313 -2.911 0.2387
H 0.605 -0.592 -2.901 0.3648
H -1.410 -2.503 -5.371 0.4763
H -3.003 -1.790 -4.873 0.3235
H -2.125 -2.971 -3.896 0.2976
H -4.319 -2.467 -2.334 0.3061
H -4.899 -0.766 -2.632 0.2831
H -6.012 -2.028 -1.977 0.5722
H -3.986 -3.312 -0.053 0.3179
H -5.715 -2.970 0.451 0.4707
H -4.411 -2.193 1.324 0.1426
H -5.351 0.687 -0.536 0.4074
H -5.321 -0.057 1.039 0.3476
H -6.572 -0.481 -0.157 0.4446
C -1.498 -5.373 2.468 -0.9684
N -1.176 -3.969 2.722 0.3175
C -0.879 -3.468 3.964 -0.9151
C -0.766 -2.117 3.819 -0.9922
N -1.006 -1.788 2.508 1.5032
C -1.278 -2.928 1.863 -1.2225
H -2.305 -5.697 3.145 0.3595
H -0.637 -6.033 2.607 0.3221
H -1.856 -5.466 1.432 0.3118
H -0.853 -4.135 4.801 0.5052
H -0.596 -1.401 4.586 0.5786
H -1.578 -3.062 0.838 0.2114
I -3.726 4.939 -1.623 0.0469
C -2.256 3.511 -1.043 -1.1841
C -1.350 2.858 -1.826 -0.0852
N -0.817 1.871 -1.094 0.6893
N -1.323 1.823 0.140 1.3766
C -2.258 2.795 0.148 -0.8424
H -1.095 2.991 -2.869 0.4794
H -0.111 1.238 -1.377 -0.5240
H -2.938 2.965 0.954 0.4286


2.
97
Properties=species:S:1:pos:R:3:mulliken_charge:R:1 method="wB97M-V/def2-TZVPD" orbital_gap_ev="3.46 / 4.07" multiplicity=8 e_lumo_ev="0.20 / -3.25"
C 0.960 4.412 1.714 -1.5980
C 0.230 3.433 2.580 0.2231
H 0.842 5.432 2.086 0.4949
H 0.598 4.356 0.677 0.1777
H 2.032 4.181 1.692 0.3342
C -0.733 3.759 3.463 0.2477
C -1.204 5.144 3.734 -1.6392
H -1.220 2.985 4.063 0.4839
H -0.971 5.850 2.928 0.4063
H -0.763 5.541 4.660 0.2763
H -2.290 5.163 3.891 0.3445
Gd 0.398 0.672 -0.893 -1.3772
Cl 2.796 0.093 -0.098 -0.5149
Cl 0.112 2.611 -2.374 -0.4556
H 1.162 -3.976 -4.561 0.3460
H 3.467 -3.142 -4.927 0.3272
C 0.767 -2.952 -4.513 -0.8801
C 3.082 -2.115 -4.924 -0.9293
N 1.851 -2.043 -4.137 0.3031
H -0.028 -2.886 -3.767 0.1280
C 1.683 -1.135 -3.193 0.3839
O 0.618 -1.034 -2.494 -0.3051
H 3.822 -1.454 -4.472 0.2931
H 2.527 -0.457 -3.005 0.1718
H 0.369 -2.683 -5.502 0.3397
H 2.910 -1.806 -5.966 0.3211
H -1.595 3.334 0.235 0.2619
H -3.445 2.457 2.366 0.2280
C -2.502 3.036 -0.305 -1.2193
C -4.006 2.161 1.465 -0.9481
N -3.100 1.882 0.354 0.4206
H -2.241 2.812 -1.340 0.3057
C -2.837 0.621 0.011 -0.2274
O -1.904 0.249 -0.764 -0.4320
H -4.597 1.267 1.692 0.3232
H -3.522 -0.123 0.446 0.4448
H -3.224 3.860 -0.252 0.4123
H -4.671 2.992 1.196 0.3826
O 0.099 1.714 1.012 1.4211
C 0.583 1.990 2.269 0.1394
C -1.181 0.618 3.480 0.6846
C 0.154 0.963 3.322 0.0048
H -1.915 1.019 2.773 0.0945
C -1.586 -0.150 4.580 -1.0614
H 1.677 1.949 2.212 0.3872
C 1.111 0.408 4.176 -0.5443
H -2.652 -0.353 4.736 0.4826
C -0.640 -0.639 5.483 -0.6410
C 0.716 -0.378 5.257 -0.7048
H 2.161 0.643 4.006 0.4249
H -0.962 -1.232 6.350 0.3740
H 1.465 -0.773 5.956 0.3907
Si 2.031 4.149 -4.762 0.5248
Cl 1.827 5.041 -2.857 -0.2878
C 0.403 3.612 -5.510 -0.8300
C 3.265 2.773 -4.526 -0.6134
C 2.721 5.437 -5.979 -1.0017
H -0.240 3.126 -4.772 0.2128
H 0.572 2.914 -6.338 0.3000
H -0.132 4.479 -5.918 0.2799
H 1.948 6.186 -6.197 0.2656
H 3.021 4.968 -6.929 0.3106
H 3.591 5.953 -5.557 0.2730
H 2.949 2.112 -3.710 -0.0543
H 4.250 3.193 -4.286 0.3147
H 3.366 2.188 -5.449 0.3294
C -2.722 -2.432 2.363 -1.4344
C -1.331 -3.070 2.469 1.4733
C -1.462 -4.547 2.850 -1.6852
P -0.281 -2.616 0.985 0.5956
C 1.510 -3.025 1.340 1.3323
C 1.773 -3.798 2.632 -1.7307
C 2.243 -3.652 0.147 -1.2388
C -0.836 -3.697 -0.423 1.0806
C -0.822 -5.204 -0.166 -1.7705
C -2.189 -3.221 -0.970 -1.4449
H -3.387 -3.006 1.702 0.4497
H -2.672 -1.399 1.995 -0.0054
H -3.190 -2.411 3.358 0.4539
H -0.791 -2.554 3.286 -0.4074
H -2.197 -5.067 2.225 0.3013
H -0.516 -5.096 2.820 0.2802
H -1.831 -4.602 3.884 0.4673
H 1.913 -1.997 1.441 -0.0211
H 1.466 -4.850 2.534 0.2873
H 2.856 -3.798 2.819 0.4831
H 1.287 -3.348 3.511 0.3373
H 2.162 -3.019 -0.745 0.0560
H 3.306 -3.730 0.402 0.4816
H 1.870 -4.655 -0.088 0.2538
H -0.075 -3.469 -1.193 -0.0028
H -1.755 -5.546 0.300 0.3568
H -0.741 -5.716 -1.137 0.3852
H 0.027 -5.542 0.442 0.3642
H -2.232 -2.128 -1.061 0.1024
H -2.334 -3.651 -1.972 0.4910
H -3.022 -3.559 -0.339 0.3771


3.
114
Properties=species:S:1:pos:R:3:mulliken_charge:R:1 method="wB97M-V/def2-TZVPD" orbital_gap_ev="6.35 / 6.34" multiplicity=6 e_lumo_ev="0.08 / 0.08"
Dy 9.646 12.382 11.895 0.4722
C 16.425 13.582 6.767 -1.2385
N 15.828 14.686 7.484 0.3023
C 16.483 14.961 8.732 -1.0745
C 14.489 15.160 7.306 0.0462
N 13.759 15.656 8.243 -0.0900
C 13.309 14.835 9.362 0.5371
C 13.627 15.415 10.732 -0.1930
N 12.895 14.806 11.902 1.3590
C 13.168 13.453 12.416 -1.1763
C 12.755 12.172 11.540 -1.4022
N 11.821 11.241 12.165 0.1766
C 12.130 10.018 12.576 0.2675
N 13.294 9.640 13.258 0.2724
C 13.850 8.303 13.024 -1.2773
C 14.267 10.599 13.795 -0.9330
N 11.159 9.042 12.510 0.4623
C 10.199 9.041 11.479 -1.0387
C 10.817 8.111 13.590 -0.8032
C 12.393 15.740 12.922 -0.3197
C 13.061 17.124 12.926 -1.3710
N 12.812 17.895 11.656 -0.3330
C 12.395 19.121 11.657 0.0163
N 12.382 20.056 12.676 0.3863
C 13.561 20.211 13.499 -1.0346
C 11.114 20.568 13.256 -1.1214
N 11.860 19.586 10.390 0.3524
C 11.594 20.965 10.046 -1.1160
C 11.892 18.699 9.265 -0.7921
N 14.058 15.135 6.013 0.1356
C 15.002 15.675 5.042 -1.1194
C 12.601 15.343 5.795 -0.7888
H 16.549 12.749 7.582 0.2945
H 17.404 13.842 6.351 0.2638
H 15.774 13.273 5.988 0.4940
H 17.563 15.212 8.567 0.3935
H 16.430 14.083 9.396 0.3050
H 16.058 15.858 9.169 0.3029
H 13.701 13.798 9.197 0.4712
H 12.184 14.785 9.246 -1.1867
H 13.348 16.479 10.659 0.1774
H 14.743 15.375 10.985 -0.1823
H 12.562 13.423 13.339 0.6829
H 14.219 13.397 12.768 0.0120
H 13.617 11.698 11.017 0.3630
H 12.159 12.615 10.708 0.5356
H 13.497 7.778 12.151 0.3787
H 13.755 7.669 13.951 0.3139
H 14.913 8.401 12.856 0.4067
H 13.805 11.580 13.883 0.1998
H 15.174 10.626 13.178 0.3585
H 14.539 10.260 14.791 0.4568
H 9.196 8.885 11.915 0.3258
H 10.332 8.127 10.809 0.3547
H 10.246 9.977 10.875 0.1707
H 10.199 7.365 13.117 0.4340
H 11.615 7.591 14.095 0.2974
H 10.311 8.565 14.457 0.1872
H 12.527 15.253 13.898 0.5606
H 11.306 15.902 12.782 -0.0912
H 14.169 17.118 13.010 0.2938
H 12.686 17.696 13.829 0.3742
H 14.486 19.908 12.946 0.2873
H 13.573 19.609 14.408 0.3034
H 13.593 21.234 13.724 0.3704
H 10.276 20.184 12.691 0.3725
H 11.135 21.685 13.234 0.2950
H 10.967 20.220 14.302 0.3072
H 12.305 21.690 10.477 0.3182
H 10.620 21.260 10.455 0.3040
H 11.448 21.044 8.966 0.4106
H 11.656 17.657 9.498 -0.0512
H 12.945 18.666 8.911 0.3397
H 11.224 19.035 8.501 0.4385
H 15.871 15.061 4.911 0.3313
H 15.396 16.667 5.366 0.2858
H 14.472 15.741 4.135 0.4397
H 12.428 15.110 4.711 0.3009
H 12.302 16.411 5.907 0.2926
H 12.070 14.730 6.534 0.2183
S 8.265 16.561 10.428 -0.2992
C 9.056 15.292 11.120 0.2679
S 8.650 14.638 12.696 -0.3925
S 9.908 14.387 9.917 -0.0093
F 4.489 11.178 14.298 -0.1972
C 5.381 11.830 13.496 0.5428
F 5.936 12.889 14.139 -0.1477
F 4.771 12.180 12.359 -0.1684
S 6.775 10.586 13.027 0.9901
O 7.574 11.466 12.127 -0.2814
O 6.084 9.530 12.345 -0.6503
N 7.486 10.101 14.342 -0.5536
S 8.816 10.747 15.011 1.1016
O 9.610 11.615 14.091 -0.3872
O 9.536 9.780 15.797 -0.7780
C 8.234 11.947 16.419 0.4248
F 6.993 11.604 16.850 -0.2177
F 9.139 11.971 17.400 -0.1961
F 8.049 13.191 15.949 -0.1816
C 7.616 12.709 6.657 -1.4960
C 7.614 11.346 7.368 2.0515
C 8.602 10.356 6.707 -1.5139
C 6.259 10.644 7.408 -1.7140
C 8.091 11.577 8.755 -0.3761
N 8.773 11.615 9.706 -0.2468
H 7.541 12.648 5.600 0.4446
H 8.544 13.286 6.857 0.2167
H 6.765 13.334 6.983 0.3663
H 8.458 10.143 5.643 0.4021
H 8.448 9.383 7.159 0.4256
H 9.690 10.638 6.769 0.2920
H 6.085 10.343 6.419 0.4541
H 5.473 11.255 7.846 0.4022
H 6.315 9.679 7.998 0.3492


4.
97
Properties=species:S:1:pos:R:3:mulliken_charge:R:1 method="wB97M-V/def2-TZVPD" orbital_gap_ev=7.27 multiplicity=1 e_lumo_ev=-5.57 total_charge=+2
Sn -1.799 1.150 0.227 1.1879
O 1.216 -1.243 -1.677 -0.8673
C -0.035 -0.742 -1.055 -1.6538
O 0.163 0.383 -0.414 -0.0272
C -0.721 -1.783 -0.201 0.8321
C -0.474 -3.144 -0.198 -0.6034
C -1.262 -3.949 0.605 -1.2932
C -2.283 -3.375 1.356 -0.8239
C -2.466 -2.010 1.287 -0.5235
N -1.685 -1.223 0.537 0.6332
H 0.307 -3.555 -0.821 0.9203
H -1.094 -5.017 0.640 0.5141
H -2.926 -3.978 1.982 0.5482
H -3.251 -1.520 1.847 0.4016
N -4.321 0.123 -0.466 -0.6340
H -4.722 0.841 -1.064 0.2765
H -5.043 -0.107 0.212 0.2385
H -4.206 -0.700 -1.051 0.2249
C 0.517 -0.210 3.354 -1.7871
C -0.615 0.416 4.167 2.0582
C -1.490 -0.710 4.727 -1.8613
C -0.027 1.237 5.320 -1.6677
P -1.576 1.514 2.988 0.6248
C -0.539 2.997 2.795 1.1875
C -0.671 4.174 3.532 -0.5086
C 0.186 5.242 3.315 -0.8689
C 1.193 5.151 2.363 -0.7254
C 1.342 3.985 1.629 -1.0486
C 0.480 2.919 1.842 0.1899
C -3.270 1.976 3.619 1.8960
C -3.329 2.348 5.103 -1.6169
C -4.207 0.785 3.365 -1.3776
C -3.778 3.141 2.754 -1.6609
H 1.082 -0.888 3.999 0.7049
H 1.213 0.538 2.972 0.4122
H 0.121 -0.789 2.518 -0.0551
H -0.849 -1.388 5.293 0.5474
H -1.969 -1.297 3.942 0.1989
H -2.256 -0.345 5.409 0.4115
H 0.530 0.564 5.976 0.5283
H -0.800 1.715 5.920 0.3049
H 0.662 2.003 4.967 0.3639
H -1.437 4.274 4.287 0.2048
H 0.068 6.146 3.896 0.4884
H 1.859 5.987 2.197 0.4136
H 2.127 3.905 0.889 0.5367
H 0.642 2.008 1.271 -0.4039
H -3.086 1.505 5.746 0.3456
H -4.352 2.653 5.340 0.5416
H -2.675 3.175 5.370 0.2068
H -3.977 -0.077 3.991 0.2548
H -4.180 0.484 2.315 -0.0806
H -5.230 1.093 3.589 0.6426
H -3.168 4.038 2.834 0.3599
H -4.790 3.393 3.075 0.5670
H -3.835 2.864 1.697 0.2511
C 2.597 -1.972 0.791 -0.6644
Si 2.809 -1.156 -0.852 0.6621
C 3.346 0.609 -0.714 -0.1151
C 3.824 -2.130 -2.055 -1.0553
Si 1.025 -1.101 -3.518 0.0189
Te -1.362 -0.648 -2.922 -0.0640
Si 1.917 0.911 -4.385 1.0467
C 0.967 0.991 -5.998 -1.1869
C 3.752 0.766 -4.714 -1.1416
C 1.479 2.343 -3.256 -0.8976
Si 1.182 -3.183 -4.636 0.7525
C -0.098 -2.992 -5.988 -1.1507
C 2.890 -3.425 -5.354 -1.0063
C 0.705 -4.549 -3.452 -1.0107
H 3.529 -1.855 1.350 0.4898
H 2.387 -3.039 0.714 0.2898
H 1.810 -1.497 1.374 -0.1666
H 4.263 0.654 -0.119 0.5428
H 2.584 1.213 -0.223 -0.4378
H 3.565 1.049 -1.685 0.0689
H 4.851 -2.210 -1.689 0.5500
H 3.877 -1.651 -3.037 0.2038
H 3.442 -3.145 -2.182 0.2521
H 1.161 0.127 -6.638 0.2735
H 1.279 1.879 -6.553 0.4339
H -0.110 1.067 -5.836 0.3151
H 3.973 -0.065 -5.387 0.3202
H 4.346 0.634 -3.809 0.3372
H 4.098 1.681 -5.201 0.4543
H 0.702 2.072 -2.538 -0.0452
H 1.105 3.176 -3.855 0.5313
H 2.347 2.697 -2.700 0.3278
H 0.172 -2.226 -6.717 0.3051
H -1.086 -2.754 -5.588 0.3116
H -0.182 -3.939 -6.526 0.4379
H 3.249 -2.535 -5.873 0.3010
H 2.855 -4.235 -6.086 0.4232
H 3.625 -3.699 -4.596 0.3196
H -0.270 -4.361 -2.999 0.2629
H 1.446 -4.687 -2.660 0.2887
H 0.638 -5.491 -4.001 0.4918


Summary of calculated total energy in eV
-121632.8998; -115689.4566; -151629.6048; -91990.1522
(order as listed above)